--- one ---
Here is a structure of composition C9H18N2S from OMol25. Energies are from ωB97M-V/def2-TZVPD.

Computed properties:
HOMO-LUMO gap (alpha / beta): 7.41 / 7.41 eV
Molar mass: 186.32 g mol⁻¹

```
! RIJCOSX wB97M-V def2-TZVPD def2/J DEFGRID3
* xyz 0 1
C 1.4514 1.1748 -0.2456
C 0.9970 1.3211 2.3302
C 2.4228 0.8464 2.1478
C 1.8442 1.7252 1.0523
C 1.5794 2.1566 -1.3064
C -2.0943 -2.6388 -1.1739
C -1.0863 -1.6303 1.1563
C -2.1848 -0.1456 -0.5389
C -1.5461 -1.4791 -0.3358
N 0.1178 -0.1757 -2.5488
N 1.1141 -0.1162 -0.2503
S 0.5660 -1.0903 -1.3880
H 0.1842 0.6297 2.1379
H 0.6023 2.0925 2.9648
H 3.3069 1.0958 2.7110
H 2.4732 -0.0971 1.7349
H 2.1031 2.7794 1.1318
H 1.1759 1.6328 -2.2486
H 0.9953 3.0915 -1.0325
H 2.6662 2.3271 -1.3565
H -2.0758 -2.2509 -2.2315
H -1.4901 -3.5627 -1.1844
H -3.0973 -2.9705 -1.0016
H -1.0343 -2.6786 1.4692
H -1.8669 -1.0717 1.8789
H -0.1813 -1.1499 1.2720
H -1.5686 0.6376 0.0245
H -2.2538 0.1733 -1.5214
H -3.2291 -0.0421 -0.1613
H 0.1088 -0.5842 -3.4859
*
```

***

--- two ---
Here is a cluster of 2 separate species, C9H18N2S in total from OMol25. Energies are from ωB97M-V/def2-TZVPD.

Computed properties:
HOMO-LUMO gap: 9.14 eV
Molar mass: 186.32 g mol⁻¹

```
! RIJCOSX wB97M-V def2-TZVPD def2/J DEFGRID3
* xyz 0 1
C 0.4306 2.8846 -2.2839
C 0.2598 2.3046 0.5147
C -1.0266 2.6328 -2.2069
C 1.7005 -2.9949 0.5252
C -1.9295 -0.3828 -0.2014
C -0.1928 -1.3698 2.5536
C 1.0972 -1.5658 0.4681
C -1.4746 -1.7314 0.4976
C -0.2363 -1.4883 1.2446
N 1.0112 3.1884 -3.3270
N 0.8830 1.6027 1.4686
S 1.3545 2.6324 -0.7704
H -1.2165 2.6492 -1.0794
H -1.3483 3.5278 -2.6882
H -1.3292 1.7460 -2.6924
H 2.4447 -2.9106 -0.2574
H 0.8352 -3.5813 0.3126
H 2.1796 -3.2288 1.4564
H -2.3502 0.3045 0.6576
H -2.8498 -0.4836 -0.8103
H -1.2009 0.0828 -0.6854
H 0.6831 -1.3159 3.1300
H -1.1248 -1.2529 3.1330
H 0.3433 1.0440 2.1053
H 1.8714 -0.7790 0.6772
H 0.8923 -1.4168 -0.6362
H -1.2259 -2.5469 -0.2083
H -2.3021 -2.1083 1.1900
H 2.0372 3.4450 -3.3933
H 1.7839 1.1120 1.3062
*
```

***

Most stable: two. Least stable: one.

***

--- one ---
Here is a cluster of 2 separate species, CH3NO4S in total from OMol25. Energies are from ωB97M-V/def2-TZVPD.

Computed properties:
HOMO-LUMO gap (alpha / beta): 4.97 / 4.87 eV
Molar mass: 125.11 g mol⁻¹

```
! RIJCOSX wB97M-V def2-TZVPD def2/J DEFGRID3
* xyz -2 1
C -0.9931 -0.5222 0.1507
N 0.3734 1.8191 -0.3534
O 0.3468 2.9733 0.2954
O -0.7673 -2.2474 -1.8384
O 0.5588 -2.7147 0.1958
O -1.9246 -3.0329 0.2116
S -0.7470 -2.2719 -0.3734
H -0.1471 0.1317 0.0205
H -1.3757 -0.1471 1.0953
H -1.8028 -0.3818 -0.7392
*
```

***

--- two ---
Here is a cluster of 2 separate species, CH3NO4S in total from OMol25. Energies are from ωB97M-V/def2-TZVPD.

Computed properties:
HOMO-LUMO gap (alpha / beta): 4.39 / 4.40 eV
Molar mass: 125.11 g mol⁻¹

```
! RIJCOSX wB97M-V def2-TZVPD def2/J DEFGRID3
* xyz -2 1
C -0.1931 -0.4959 -0.0215
N 3.2142 0.6594 1.8060
O 3.5808 0.2513 2.9816
O -1.3397 1.7177 -0.9860
O -1.2020 -0.2537 -2.4577
O -2.8584 -0.2140 -0.6199
S -1.5001 0.2578 -1.1151
H -0.1543 -1.6465 0.0828
H -0.1290 -0.0768 1.0618
H 0.5815 -0.1992 -0.7320
*
```

***

Most stable: two. Least stable: one.

***

--- one ---
Here is a cluster of 2 separate species, C4H8N3 in total from OMol25. Energies are from ωB97M-V/def2-TZVPD.

Computed properties:
HOMO-LUMO gap (alpha / beta): 7.21 / 7.70 eV
Molar mass: 98.13 g mol⁻¹

```
! RIJCOSX wB97M-V def2-TZVPD def2/J DEFGRID3
* xyz 1 1
C -3.3463 -0.0033 0.0553
C -2.1386 0.3005 -0.4504
C 1.2445 0.6827 0.0246
C 1.7454 -1.6558 0.1677
N -1.1027 0.4575 0.4107
N 0.0351 0.7184 0.0207
N 2.3380 1.3865 0.0659
H -4.2012 -0.1363 -0.5838
H -3.4793 -0.1332 1.1168
H -1.9648 0.4165 -1.5179
H 0.7532 -2.0488 0.0537
H 2.1715 -1.6226 1.1525
H 2.4034 -1.7064 -0.6813
H 3.2255 0.9894 -0.1925
H 2.3165 2.3547 0.3582
*
```

***

--- two ---
Here is a cluster of 2 separate species, C4H8N3 in total from OMol25. Energies are from ωB97M-V/def2-TZVPD.

Computed properties:
HOMO-LUMO gap (alpha / beta): 8.64 / 8.64 eV
Molar mass: 98.13 g mol⁻¹

```
! RIJCOSX wB97M-V def2-TZVPD def2/J DEFGRID3
* xyz 1 1
C -1.5196 1.1073 1.2398
C -1.1353 0.1515 0.4096
C 0.0144 -0.6558 0.6086
C -1.6056 -0.1956 -0.9735
N 2.7280 0.2382 -0.4852
N 1.5581 0.1357 -0.8944
N 0.5310 -1.6926 0.8385
H -2.3720 1.8072 1.0070
H -0.9548 1.3751 2.1505
H -2.0888 -1.1327 -0.9867
H -0.6886 -0.2419 -1.5932
H -2.2755 0.5908 -1.3292
H 3.4777 0.2686 -1.2118
H 1.3473 -2.3154 0.7077
H 2.9837 0.5595 0.5121
*
```

***

--- three ---
Here is the ion C4H8N3 with charge +1 from OMol25. Energies are from ωB97M-V/def2-TZVPD.

Computed properties:
HOMO-LUMO gap (alpha / beta): 7.91 / 9.71 eV
Molar mass: 98.13 g mol⁻¹

```
! RIJCOSX wB97M-V def2-TZVPD def2/J DEFGRID3
* xyz 1 1
C -1.1732 0.5600 -0.0206
C 2.2908 -0.3703 0.4046
C 1.9533 0.9650 -0.0678
C -2.4494 -0.2530 0.1440
N -1.2666 1.7701 0.1132
N -0.2112 -0.4256 -0.3164
N 1.1921 -0.0410 -0.5919
H 3.2624 -0.7431 0.3239
H 1.8444 -0.5726 1.3738
H 1.6307 2.0006 0.2337
H -2.7961 -0.7501 -0.7948
H -3.0607 0.3879 0.7159
H -2.1710 -0.9360 0.8805
H -0.5624 -1.0436 -1.0036
H 1.5170 -0.5481 -1.3945
*
```

***

Most stable: two. Least stable: three.

***

--- one ---
Here is the ion C4H8N3 with charge +1 from OMol25. Energies are from ωB97M-V/def2-TZVPD.

Computed properties:
HOMO-LUMO gap: 6.69 eV
Structure (SMILES): C/N=C/C=C\N=[NH2+]
Molar mass: 98.13 g mol⁻¹

```
! RIJCOSX wB97M-V def2-TZVPD def2/J DEFGRID3
* xyz 1 1
C 0.3064 -1.4405 0.1290
C 1.4795 -0.8830 -0.0244
C -1.0196 -0.8739 0.0674
C -2.5531 0.9991 -0.0393
N 1.6491 0.4560 0.0992
N -1.2992 0.3291 0.0928
N 2.7956 1.0432 0.0355
H 0.1985 -2.4467 -0.0161
H 2.4005 -1.5603 -0.2244
H -1.6819 -1.7278 -0.0353
H -2.8128 1.5030 0.9805
H -2.6483 1.6843 -0.9193
H -3.4145 0.3230 -0.1021
H 2.8853 2.0228 0.0422
H 3.7145 0.5719 -0.0856
*
```

***

--- two ---
Here is a cluster of 2 separate species, C4H8N3 in total from OMol25. Energies are from ωB97M-V/def2-TZVPD.

Computed properties:
HOMO-LUMO gap (alpha / beta): 6.67 / 6.67 eV
Molar mass: 98.13 g mol⁻¹

```
! RIJCOSX wB97M-V def2-TZVPD def2/J DEFGRID3
* xyz 1 1
C -2.0614 0.0936 -0.0346
C -0.1485 -0.6807 0.6143
C 1.4373 1.9766 -1.7345
C 0.8911 -1.4235 1.2968
N -1.1199 0.7174 -0.6495
N 0.0260 0.2958 -0.2741
N -1.4643 -0.8126 0.7899
H -3.1779 0.2776 -0.2022
H 2.1913 2.5610 -1.2767
H 0.4073 2.2352 -1.7853
H 1.6508 1.3059 -2.5681
H 1.7476 -0.8714 1.5768
H 1.0761 -2.2993 0.5601
H 0.5189 -1.9659 2.1791
H -1.9745 -1.4097 1.5078
*
```

***

Most stable: two. Least stable: one.

***

--- one ---
Here is the ion C4H8N3 with charge +1 from OMol25. Energies are from ωB97M-V/def2-TZVPD.

Computed properties:
HOMO-LUMO gap: 9.90 eV
Structure (SMILES): [H]/N=C1/CNC=[NH+]C1
Molar mass: 98.13 g mol⁻¹

```
! RIJCOSX wB97M-V def2-TZVPD def2/J DEFGRID3
* xyz 1 1
C 1.5637 0.2632 -0.3703
C -1.2116 -0.0433 -0.1225
C -0.4910 1.2944 0.2473
C -0.2923 -1.2793 0.1555
N -2.4416 0.0143 -0.3873
N 0.8683 1.3748 -0.2056
N 1.0638 -0.9943 -0.1915
H 2.5797 0.2826 -0.5434
H -0.9712 2.1890 -0.1511
H -0.4466 1.4265 1.3715
H -0.3614 -1.5982 1.2352
H -0.5642 -2.1841 -0.4461
H -3.1613 -0.6152 -0.4502
H 1.4023 2.2632 -0.1106
H 1.7013 -1.7978 -0.2994
*
```

***

--- two ---
Here is a structure of composition C4H8N3 from OMol25. Energies are from ωB97M-V/def2-TZVPD.

Computed properties:
HOMO-LUMO gap: 10.48 eV
Molar mass: 98.13 g mol⁻¹

```
! RIJCOSX wB97M-V def2-TZVPD def2/J DEFGRID3
* xyz 1 1
C 0.4171 -0.1622 0.1743
C -2.0547 1.3219 -0.7467
C -1.6716 -0.7120 0.7684
C 2.6815 0.8045 -0.3629
N -1.4147 0.4086 -0.2099
N 1.3490 0.3580 -0.3579
N -0.2993 -0.9988 0.9389
H -1.5676 2.0332 -1.4094
H -3.0355 1.6105 -0.2828
H -2.2168 -0.3669 1.7534
H -2.1615 -1.6334 0.2221
H 2.8152 1.6776 0.1983
H 3.4271 0.0575 -0.1943
H 2.9059 0.9973 -1.4875
H 0.1222 -1.8406 1.3175
*
```

***

Most stable: one. Least stable: two.

***

--- one ---
Here is a cluster of 2 separate species, C3H7FN2O in total from OMol25. Energies are from ωB97M-V/def2-TZVPD.

Computed properties:
HOMO-LUMO gap (alpha / beta): 8.74 / 8.75 eV
Molar mass: 106.10 g mol⁻¹

```
! RIJCOSX wB97M-V def2-TZVPD def2/J DEFGRID3
* xyz 0 1
C -0.5782 0.3910 0.2596
C -0.4670 -0.0602 1.7327
C 0.4010 1.2937 -0.1110
N 0.0760 -1.3525 -1.4241
N 1.1089 -0.4594 -1.2409
O -1.4346 -0.0719 -0.5557
F 1.4525 1.6002 0.7184
H -1.3525 -0.6366 2.0101
H -0.1475 0.8397 2.4268
H 0.3503 -0.6559 1.9086
H 0.2725 2.0731 -0.9438
H -0.7663 -1.0865 -2.0806
H -0.3011 -1.8092 -0.5537
H 1.3861 -0.0655 -2.1465
*
```

***

--- two ---
Here is the molecule C3H7FN2O from OMol25. Energies are from ωB97M-V/def2-TZVPD.

Computed properties:
HOMO-LUMO gap: 10.93 eV
Structure (SMILES): N[C@@H](/C=N/O)CF
Molar mass: 106.10 g mol⁻¹

```
! RIJCOSX wB97M-V def2-TZVPD def2/J DEFGRID3
* xyz 0 1
C 0.4557 0.1416 0.5740
C 1.4806 -0.3472 -0.3028
C -0.8961 -0.5329 0.4148
H 0.3641 1.5332 -1.1395
H 1.5571 1.8912 0.2070
H 0.8088 0.0772 1.6938
H 2.5165 0.0737 -0.5111
H 0.9569 -0.1486 -1.2830
H -1.0295 -1.4337 1.0488
H -3.7189 -0.2914 -0.3264
N 0.5097 1.6866 0.0535
N -1.9132 -0.0207 -0.2744
O -3.0615 -0.8569 -0.0754
F 1.9698 -1.7721 -0.0794
*
```

***

Most stable: one. Least stable: two.